Density functional theory data (wB97M-V/def2-TZVPD) for a cluster of 16 separate species, C81H174O48 in total at a distorted geometry.

XYZ file:
```
303
Properties=species:S:1:pos:R:3:forces:R:3
C 0.93042 -6.20615 -8.66995 -0.98 1.54 0.77
O 0.35266 -5.76216 -7.35260 -0.54 -1.89 -2.34
C 1.31998 -5.52910 -6.39443 2.58 0.28 -0.38
C 0.83677 -5.44209 -4.98798 -1.44 0.19 0.76
O 1.84420 -5.50079 -4.00490 1.01 0.30 -1.62
C 1.47419 -4.98860 -2.77338 0.80 0.61 1.45
C 2.72109 -4.64184 -1.86370 -0.25 0.16 -0.32
O 3.69289 -3.73784 -2.45431 -0.07 -1.10 0.15
C 4.88041 -3.54352 -1.66749 -0.02 0.63 -0.52
H 1.59279 -7.07180 -8.67493 -0.01 0.06 0.70
H 1.40764 -5.34654 -9.14051 0.66 0.11 0.37
H 0.14081 -6.37885 -9.40126 -0.55 -0.35 0.68
H 1.79533 -4.58937 -6.67556 0.46 0.35 0.24
H 2.11831 -6.27119 -6.40395 0.11 -0.38 -0.18
H 0.12951 -6.25030 -4.80177 -0.36 -0.12 -0.05
H 0.31214 -4.48920 -4.91824 -0.37 0.17 0.37
H 0.86115 -5.74053 -2.27651 0.14 -0.18 0.62
H 0.82105 -4.11708 -2.81756 0.04 0.46 -0.55
H 3.15097 -5.58454 -1.52518 0.46 -0.04 -0.29
H 2.37624 -4.11826 -0.97204 -0.46 -0.11 0.14
H 4.68206 -3.05985 -0.71102 -0.43 -0.11 0.24
H 5.49896 -2.82918 -2.21084 -0.19 0.09 -0.25
H 5.52660 -4.40232 -1.48586 -0.70 -0.46 -0.27
C -2.68026 -2.49894 -4.39162 -0.48 0.70 0.89
O -3.13368 -1.20570 -4.73604 0.12 -0.14 1.89
C -3.07012 -0.90367 -6.05654 -0.22 0.38 -1.40
C -2.71815 0.57071 -6.24624 -0.88 0.15 -0.29
O -3.65794 1.54007 -5.75521 0.76 -0.66 0.49
C -5.01394 1.41348 -6.11909 0.51 1.21 0.12
C -5.65762 2.78522 -5.70537 -0.12 -1.57 -0.70
O -5.34168 3.85167 -6.55802 -0.03 0.50 -0.52
C -5.73612 3.67311 -7.89352 0.13 -0.05 -1.20
H -3.28781 -3.26298 -4.87664 0.36 -0.25 -0.32
H -2.88570 -2.55785 -3.32278 0.16 -0.35 0.01
H -1.60011 -2.54851 -4.52919 0.04 -0.45 -0.33
H -4.00792 -1.22811 -6.50750 -0.44 0.44 -0.51
H -2.33801 -1.51370 -6.58568 0.58 0.06 -0.07
H -2.58111 0.78425 -7.30630 0.14 -0.19 -0.32
H -1.77597 0.75852 -5.73135 -0.06 0.12 0.10
H -5.48712 0.53875 -5.67294 -0.18 0.09 0.53
H -5.10570 1.25235 -7.19320 -0.05 0.16 -0.34
H -5.32458 3.08691 -4.71231 -0.13 -0.18 -0.02
H -6.73364 2.61669 -5.74843 -0.36 0.11 0.36
H -6.64504 3.10081 -8.07910 -0.15 -0.48 0.65
H -4.94708 3.23190 -8.50249 0.22 -0.44 0.15
H -5.95482 4.57965 -8.45785 0.18 0.73 0.82
C -0.05784 2.39431 -2.69372 0.77 1.60 0.16
O 0.41163 2.92053 -1.42727 0.05 -0.88 0.39
C 1.78848 2.56997 -1.15378 -0.49 -0.01 -0.57
C 2.04718 1.07316 -1.07951 0.84 0.24 -0.31
O 2.18092 0.57544 -2.39358 -0.01 -1.32 -1.02
C 2.33307 -0.86944 -2.50750 -1.01 0.55 -0.09
C 2.28825 -1.36888 -3.95142 1.10 1.62 0.13
O 1.11094 -0.94659 -4.57798 -1.57 -0.51 -1.37
C 1.04315 -1.20914 -6.00039 -0.11 -0.18 0.65
H -0.08439 1.30902 -2.79139 -0.03 0.18 0.19
H 0.58862 2.85013 -3.44365 0.51 -0.55 -0.42
H -0.99323 2.89207 -2.94944 -0.46 -0.38 0.65
H 2.19844 2.99158 -0.23603 -0.99 0.27 0.42
H 2.35636 3.09850 -1.91946 0.51 -0.55 -0.43
H 1.29327 0.57632 -0.46889 -0.55 -0.14 -0.24
H 2.98326 0.87820 -0.55621 0.31 0.21 0.24
H 1.46459 -1.35593 -2.06346 -0.05 0.00 0.70
H 3.24382 -1.19616 -2.00562 0.03 -0.14 -0.02
H 2.47635 -2.44226 -3.92733 -0.12 -0.07 -0.24
H 3.05015 -0.82909 -4.51378 0.91 -0.35 -0.08
H 1.06265 -2.26116 -6.28502 0.16 -0.45 0.54
H 1.84448 -0.75725 -6.58497 0.26 0.42 0.29
H 0.08967 -0.86210 -6.39856 0.01 0.39 0.39
C 12.63527 4.81499 0.87955 -0.89 1.54 -0.72
O 11.23036 5.07100 0.53636 0.86 0.28 0.40
C 10.59859 5.98544 1.46313 0.57 -1.92 1.23
C 10.21754 5.17091 2.72342 -1.18 0.06 -0.60
O 9.25132 4.16668 2.47047 -0.01 0.00 -0.39
C 9.66870 2.86538 2.06873 -1.13 0.92 0.67
C 8.38260 2.09105 1.75664 -0.13 -0.57 1.00
O 7.51395 1.88624 2.88833 0.83 0.09 0.64
C 6.37521 1.08030 2.57571 0.68 1.13 -1.42
H 13.19179 5.72198 0.64345 0.11 0.28 -0.08
H 13.05352 4.06464 0.20863 -0.46 -0.34 0.38
H 12.82324 4.66868 1.94320 -0.28 -0.65 -0.04
H 9.68448 6.43377 1.07388 0.29 -0.20 -0.54
H 11.29617 6.74445 1.81722 0.12 0.39 -0.34
H 9.61924 5.80748 3.37528 0.68 0.43 0.41
H 11.09462 4.75110 3.21593 0.09 0.09 0.20
H 10.19618 2.40601 2.90470 0.08 -0.31 0.14
H 10.34847 2.94529 1.22042 -0.25 -0.33 -0.27
H 8.74760 1.09790 1.49481 -0.26 -0.21 -0.82
H 7.74790 2.58300 1.01960 0.49 -0.04 -0.61
H 6.65293 0.35040 1.81530 0.14 -0.92 0.52
H 5.70011 1.68382 1.96898 -0.61 0.26 0.41
H 5.89292 0.71517 3.48245 0.25 -0.02 -0.21
C -5.16830 6.94108 -3.80677 0.54 0.14 -0.76
O -4.99621 5.57732 -3.43594 0.09 -0.52 0.43
C -3.66100 5.04108 -3.40575 0.26 1.34 -1.49
C -2.67895 5.81502 -2.56138 0.79 0.87 0.16
O -2.11568 7.11394 -3.06481 -2.27 -1.08 0.38
C -1.33411 7.01228 -4.22513 1.25 -0.32 0.91
C -0.82524 8.36334 -4.70262 -1.14 -1.07 0.01
O 0.06164 8.94261 -3.80170 0.56 1.03 -0.83
C 0.50739 10.20242 -4.31051 0.46 0.85 1.87
H -6.18993 7.17921 -4.10286 -0.28 -0.76 0.28
H -4.59327 7.15594 -4.70748 0.35 0.05 -0.07
H -4.90716 7.68827 -3.05736 0.33 -0.34 0.35
H -3.20992 4.97764 -4.39600 -0.34 0.50 -0.80
H -3.64625 3.96858 -3.21174 -0.63 0.16 0.98
H -1.81137 5.18275 -2.37258 0.11 -0.21 0.14
H -3.18679 6.01584 -1.61805 0.36 0.47 0.10
H -1.77574 6.47018 -5.06130 -0.42 0.11 -0.06
H -0.46202 6.44677 -3.89686 0.52 -0.36 -0.40
H -1.70061 8.99656 -4.84701 -0.09 0.35 -0.23
H -0.34213 8.15336 -5.65688 0.11 0.23 -0.32
H 1.11727 10.62165 -3.51026 0.38 -0.22 0.03
H -0.25216 10.98183 -4.37125 -0.78 -0.41 -0.35
H 1.11475 10.27253 -5.21290 -0.14 -0.91 -0.30
C -1.25310 0.80469 3.82183 -2.29 -0.40 1.50
O -2.38357 0.06388 3.29246 0.20 -0.90 -0.62
C -3.69146 0.63602 3.49634 1.07 0.36 -0.70
C -4.84682 -0.24522 3.06158 -1.26 -0.13 1.18
O -4.88832 -1.43896 3.83679 0.88 -0.94 0.48
C -5.90770 -2.40239 3.66116 -1.03 0.94 -0.76
C -7.41511 -1.96889 3.78101 1.06 0.26 0.55
O -7.91146 -1.04880 2.83643 -0.79 -0.50 -1.67
C -8.20149 -1.59809 1.52398 1.18 0.15 -0.02
H -1.39556 1.86316 3.60405 0.62 0.10 -0.34
H -0.27645 0.35239 3.64952 -0.27 0.09 -1.00
H -1.37296 0.66547 4.89624 0.23 0.58 0.39
H -3.71649 1.53437 2.87954 -0.33 0.30 -0.09
H -3.84296 0.97150 4.52229 0.14 -0.27 0.36
H -5.00343 -0.39140 1.99283 0.62 -0.32 -0.22
H -5.76326 0.23133 3.40964 0.04 1.01 -0.45
H -5.73008 -3.19050 4.39289 -0.01 0.07 0.13
H -5.83103 -2.88362 2.68614 0.24 -0.08 -0.29
H -7.66855 -1.45078 4.70591 0.46 -0.29 0.40
H -7.92702 -2.93119 3.78630 -0.50 -0.09 -0.24
H -8.66955 -2.58248 1.52704 -0.12 -0.07 0.48
H -7.27842 -1.67533 0.94945 0.21 -0.23 0.09
H -8.79298 -0.95220 0.87508 -0.35 0.45 0.76
C -1.47861 3.74024 6.90023 -1.32 -0.68 -0.72
O -2.92676 3.83957 6.76741 1.23 -0.16 0.44
C -3.35652 4.87195 5.92529 -0.56 0.72 -0.69
C -2.95273 4.79599 4.44311 1.43 -1.28 0.40
O -1.57114 5.19301 4.28244 -0.22 0.45 -0.03
C -1.26063 5.54724 2.95190 -0.14 -0.40 -0.65
C -1.01626 4.41461 1.93353 0.14 0.52 1.04
O -2.17197 3.67335 1.67539 -0.53 0.00 0.56
C -2.04648 2.71521 0.66370 -0.60 -0.54 -0.75
H -1.27884 2.95448 7.62878 -0.09 0.14 0.03
H -0.99076 4.67297 7.18327 -0.19 0.21 0.01
H -1.13345 3.40310 5.92284 0.50 0.10 0.11
H -3.07399 5.84450 6.32831 0.39 0.27 0.04
H -4.44422 4.86518 5.99588 -0.11 -0.17 -0.22
H -3.57421 5.31998 3.71696 -0.32 0.26 0.41
H -2.89466 3.75219 4.13454 -0.90 -0.30 0.03
H -0.31257 6.08218 3.00752 -0.06 0.29 -0.10
H -2.05757 6.16745 2.54162 -0.03 0.45 0.03
H -0.22001 3.83397 2.39931 0.21 -0.62 -0.36
H -0.66088 4.88402 1.01622 0.27 0.04 -0.20
H -1.82784 3.14922 -0.31198 0.55 0.21 0.05
H -2.98939 2.19974 0.48120 -0.30 0.25 0.56
H -1.35256 1.90491 0.88728 0.46 0.29 0.13
C -7.17683 7.02562 4.56115 -0.56 -1.77 -0.84
O -6.64477 5.69518 4.16304 -0.24 1.05 1.17
C -7.64281 4.67369 4.14894 -0.03 -0.39 -0.58
C -7.05475 3.25714 4.04640 0.78 0.76 0.42
O -6.68375 2.91190 2.74197 -0.27 -0.84 -1.11
C -7.77049 2.39287 1.93377 0.91 0.89 -0.49
C -7.26221 1.94723 0.53061 -0.16 0.15 0.97
O -6.86688 3.03764 -0.28274 -0.26 0.24 -0.04
C -6.53662 2.67081 -1.61578 0.41 -0.59 0.21
H -6.42151 7.80954 4.50575 0.12 -0.45 -0.37
H -7.63136 7.07006 5.55087 0.34 -0.55 0.40
H -8.02567 7.18710 3.89669 0.15 0.60 -0.32
H -8.22310 4.72242 3.22753 -0.44 0.68 -0.05
H -8.31682 4.73285 5.00353 0.01 0.17 0.21
H -7.71390 2.49412 4.46045 -0.37 0.08 0.16
H -6.13414 3.25541 4.62998 0.14 -0.16 0.11
H -8.50824 3.19090 1.85017 -0.20 0.06 -0.40
H -8.27278 1.56186 2.42896 0.24 -0.36 0.09
H -8.04357 1.33992 0.07370 -0.55 0.24 -0.31
H -6.48084 1.20174 0.67817 0.67 0.17 0.03
H -6.23522 3.48258 -2.27781 -0.30 0.71 0.67
H -7.36507 2.16840 -2.11514 -0.18 -0.25 0.06
H -5.65894 2.02464 -1.59979 -0.07 -0.47 0.01
C -7.31973 -0.93998 -2.62344 0.18 -0.34 -1.15
O -6.54116 -1.24778 -1.51946 0.18 -0.61 1.74
C -5.60192 -2.29720 -1.70091 1.24 -0.22 0.18
C -4.89513 -2.65083 -0.36637 -0.10 0.35 -0.35
O -3.83923 -3.61575 -0.57882 -1.13 0.41 -0.53
C -3.19144 -4.10892 0.59310 -0.83 1.00 0.38
C -3.72176 -5.40676 1.11307 -0.18 -2.02 0.32
O -4.90675 -5.32427 1.94348 1.75 1.13 -0.44
C -5.56793 -6.52579 2.21306 -0.38 -0.06 -1.33
H -8.10346 -0.20734 -2.43084 0.31 0.08 0.54
H -7.81969 -1.82489 -3.01728 -0.07 -0.25 -0.11
H -6.65524 -0.55566 -3.39729 -0.10 0.21 -0.44
H -4.81766 -1.96422 -2.38073 0.07 0.10 -0.35
H -5.98625 -3.23588 -2.09998 -0.67 0.08 -0.20
H -5.67240 -2.97549 0.32541 0.19 -0.46 0.23
H -4.48133 -1.71727 0.01486 0.25 0.13 0.24
H -3.34378 -3.36212 1.37231 0.27 0.18 0.35
H -2.12615 -4.15378 0.36670 -0.02 -0.24 0.00
H -2.96130 -5.98926 1.63315 0.49 0.68 0.94
H -3.81495 -6.14457 0.31617 -0.99 0.29 -0.83
H -6.14432 -6.35522 3.12234 -0.10 -0.38 -0.21
H -4.99837 -7.45509 2.22246 0.86 0.23 0.78
H -6.15457 -6.71297 1.31366 -1.04 -0.11 0.20
C 4.69923 -5.62695 1.30078 -0.93 -0.24 0.44
O 5.75156 -5.51892 0.42597 2.23 -0.13 -0.24
C 6.80155 -4.64462 0.89875 -0.81 -0.36 -0.86
C 8.03588 -4.55785 -0.00861 -0.27 -1.02 0.37
O 8.78504 -5.75459 -0.24661 -0.58 0.20 0.23
C 9.94024 -5.51247 -1.04191 -1.08 0.68 -0.09
C 10.84416 -6.70315 -1.05091 0.29 0.64 0.56
O 11.54091 -6.64508 0.17997 1.11 -2.10 -0.38
C 12.30892 -7.88000 0.34458 -0.57 1.35 1.90
H 4.15720 -4.68817 1.41480 -0.22 0.30 -0.05
H 4.98016 -5.96412 2.29852 0.37 -0.05 0.28
H 4.03072 -6.39340 0.90866 -0.09 0.11 -0.13
H 6.98818 -4.81295 1.95938 0.26 -0.24 0.02
H 6.39858 -3.64192 0.75627 -0.04 0.49 0.55
H 8.68080 -3.84700 0.50797 0.15 0.38 -0.18
H 7.63891 -4.13562 -0.93178 0.44 0.04 -0.39
H 10.44198 -4.63190 -0.64071 0.53 -0.05 0.21
H 9.64506 -5.20281 -2.04445 -0.19 -0.26 -0.39
H 11.57711 -6.62463 -1.85385 -0.03 0.03 -0.38
H 10.31182 -7.64909 -1.15049 -0.29 -0.01 -0.03
H 12.77234 -7.73010 1.31970 0.35 -0.02 -0.06
H 13.10332 -8.09004 -0.37161 -0.32 0.26 -0.45
H 11.64995 -8.72861 0.52817 -0.19 -0.13 -0.63
C 3.24393 -1.19726 1.56022 -0.07 -1.05 -0.19
O 2.64166 -2.36941 0.89761 0.41 1.73 0.06
C 1.51786 -2.98777 1.48141 -0.37 -0.39 0.44
C 0.16809 -2.27337 1.57802 0.98 0.85 -0.88
O -0.31380 -2.10890 0.24159 -0.83 2.07 -0.07
C -1.28105 -0.95927 0.15910 -0.17 -1.62 0.79
C -1.74901 -0.64588 -1.25046 -0.63 0.21 -0.70
O -2.57107 0.58457 -1.23048 1.14 -1.25 0.01
C -3.25326 0.94816 -2.44454 0.80 -0.16 0.61
H 4.15936 -0.89584 1.05108 -0.29 -0.27 -0.77
H 3.65587 -1.47534 2.53032 -0.55 -0.15 0.51
H 2.61438 -0.30983 1.62513 -0.30 -0.29 0.09
H 1.76111 -3.31351 2.49274 0.15 -0.21 0.37
H 1.34139 -3.87151 0.86825 0.12 -0.18 0.03
H 0.33006 -1.32552 2.09127 -0.01 0.56 -0.25
H -0.53207 -2.78014 2.24214 -0.13 -0.63 -0.19
H -0.95538 -0.06887 0.69689 0.56 -0.08 -0.16
H -2.12620 -1.34596 0.72857 -0.37 0.36 0.10
H -2.30218 -1.50089 -1.63914 -0.65 -0.01 0.27
H -0.92299 -0.63855 -1.96163 0.41 0.86 -0.01
H -4.18628 0.38923 -2.51663 0.03 -0.13 -0.36
H -2.61307 0.85180 -3.32145 -0.16 -0.44 -0.01
H -3.47697 2.01310 -2.38160 -0.10 -0.02 0.34
C -1.66854 -2.62620 5.61046 -0.30 0.19 0.01
C -2.96085 -3.37274 5.81423 -1.00 -1.06 0.49
O -2.86132 -4.52525 4.96514 0.84 -0.42 -1.37
C -1.60849 -4.58138 4.45507 -0.24 -4.94 -2.18
O -1.15223 -5.51471 3.72615 -1.84 3.46 2.48
O -0.90110 -3.61642 4.91760 2.40 1.90 0.06
H -1.15431 -2.39852 6.54418 -0.06 0.08 -0.11
H -1.80108 -1.73422 4.99818 0.19 -0.04 -0.16
H -3.88751 -2.89016 5.50355 0.35 0.46 0.38
H -3.01392 -3.83025 6.80214 -0.30 0.56 0.28
C 5.92858 0.35779 -4.16731 0.25 0.76 -0.54
C 5.37362 1.67648 -3.69134 -1.41 -0.19 -1.28
O 5.35833 1.58556 -2.28306 0.85 1.68 0.38
C 5.68145 0.37546 -1.92197 -0.44 -2.72 2.31
O 5.66392 -0.07139 -0.78063 0.29 1.12 -2.27
O 5.91675 -0.40526 -3.01115 0.20 -1.09 1.30
H 6.95608 0.49881 -4.50268 0.01 -0.41 -0.29
H 5.26397 -0.04152 -4.93344 0.40 -0.38 -0.01
H 4.31263 1.68270 -3.94108 0.02 0.67 -0.36
H 5.95682 2.46126 -4.17311 -0.29 0.56 0.88
C 0.65845 -7.33922 1.75706 -0.40 0.49 -0.26
C 1.53828 -8.44687 2.16428 0.72 -0.90 1.05
O 2.43954 -8.57973 1.06504 0.57 -0.73 0.32
C 1.93228 -7.96476 0.00494 1.39 -0.02 -5.22
O 2.37398 -8.03268 -1.18295 -1.58 0.19 5.02
O 0.86271 -7.24568 0.34077 -0.39 0.22 -0.13
H 1.07861 -6.45665 2.23938 -1.00 0.47 -0.20
H -0.38024 -7.60976 1.94684 0.03 0.88 0.13
H 1.01365 -9.37280 2.39990 0.15 -0.24 -0.49
H 2.06190 -8.15301 3.07398 0.42 -0.26 -0.18
C 2.38649 -2.10058 6.96435 -1.25 -0.88 -2.56
C 2.27358 -1.86239 5.41052 1.86 0.67 0.94
O 1.79371 -0.53155 5.36088 -1.35 0.56 0.47
C 1.10102 -0.31296 6.50736 -1.85 1.77 0.19
O 0.24000 0.52289 6.69409 1.55 -0.76 -0.74
O 1.42620 -1.16799 7.47441 1.08 -0.70 0.19
H 3.42419 -1.96523 7.26929 -0.45 0.01 0.63
H 1.93286 -3.09048 7.01352 0.69 -0.17 1.21
H 1.63483 -2.56069 4.86970 -0.05 0.12 0.08
H 3.28361 -1.78033 5.00903 -0.18 -0.59 -0.41
C 3.23815 3.89074 5.55202 0.77 -1.58 2.03
C 1.81778 4.01834 5.11284 0.16 1.41 0.04
O 1.88528 3.38942 3.87059 -1.47 -0.69 -2.02
C 2.95387 2.59192 3.74532 -0.04 -1.67 -2.26
O 3.15423 1.79504 2.82907 -0.64 1.93 2.13
O 3.74557 2.80654 4.76925 1.33 -0.09 -0.09
H 3.25725 3.39931 6.52477 0.25 0.97 0.53
H 3.89342 4.75979 5.49323 -0.17 -0.08 -0.16
H 1.58485 5.07204 4.95931 -0.40 -0.11 -0.04
H 1.08296 3.57099 5.78219 0.08 -0.22 -0.19
```
Forces are in eV/Å.

Properties
E_tot   -185073.9571 eV
Strongest force on any atom   0.10515 Eh/bohr
E_LUMO   0.3 eV
Molecular weight   1916.24 g mol⁻¹
HOMO-LUMO gap   0.3346 Eh
Spin multiplicity   1

Atomic partial charges in e from the Mulliken method, atoms 1 to 5: -0.786 -0.364 -0.625 0.548 -0.418